The following is a DFT calculation (ωB97M-V/def2-TZVPD) of a molecular structure, C4H11ClNO3SnYb at a distorted geometry.

HOMO (alpha / beta) ... -9.11 / -9.05 eV
Kohn-Sham gap (alpha / beta) ... 0.2619 / 0.2680 Eh
2S+1 ... 2
Calculated total energy ... -2272.342854 a.u.

XYZ file:
```
22
Properties=species:S:1:pos:R:3:nbo_charge:R:1
Yb 1.66 -0.98 -2.18 2.067
Cl 1.88 -2.53 -0.28 -0.671
C 2.66 1.29 -2.36 -1.365
C -0.42 -1.06 -3.42 -1.356
H 2.54 1.73 -3.38 0.222
H 2.59 2.15 -1.64 0.241
H 3.71 0.90 -2.29 0.193
H -0.42 -0.48 -4.37 0.229
H -1.46 -0.98 -3.03 0.237
H -0.27 -2.13 -3.71 0.193
Sn -0.90 0.18 1.23 1.554
C -2.14 -1.30 2.28 -1.074
C -1.33 2.10 0.40 -0.854
H -3.16 -1.20 1.93 0.239
H -1.83 -2.29 1.95 0.242
H -2.10 -1.26 3.36 0.252
H -1.68 1.79 -0.62 0.176
H -0.34 2.53 0.09 0.200
O 0.79 -0.66 4.51 -0.347
N 0.21 0.34 4.13 0.707
O -0.54 1.13 4.67 -0.351
O 0.56 0.73 2.74 -0.735
```

The following is a DFT calculation (ωB97M-V/def2-TZVPD) of 2 unconnected molecules or ions with the total composition C4H11ClNOP at a distorted geometry.

HOMO ... -8.57 eV
Kohn-Sham gap ... 0.2730 Eh
Calculated total energy ... -1090.484254 a.u.
Energy above the lowest of the compared OMol25 structures with the same formula, charge and spin ... 283.8 kJ/mol

XYZ file:
```
19
Properties=species:S:1:pos:R:3:nbo_charge:R:1
C 1.81 0.70 1.64 -0.596
C -1.81 -0.61 0.12 -0.456
C -0.34 -1.79 -1.46 -0.439
C 0.86 1.53 0.71 -0.844
N -0.49 -0.69 -0.58 -0.755
O 1.62 0.39 -1.75 -0.969
P 0.54 0.53 -0.73 2.188
Cl -2.12 2.55 -0.59 -0.814
H 1.33 0.00 2.30 0.222
H 2.42 0.19 1.05 0.207
H 2.30 1.35 2.36 0.239
H -2.51 -1.24 -0.32 0.215
H -1.69 -0.97 1.10 0.210
H -2.27 0.31 -0.21 0.300
H -1.07 -2.06 -2.24 0.222
H 0.55 -1.79 -1.95 0.232
H -0.21 -2.84 -1.03 0.210
H 1.09 2.52 0.32 0.303
H -0.02 1.91 1.26 0.324
```

The following is a DFT calculation (ωB97M-V/def2-TZVPD) of a molecular structure, C4H11CsNO at a distorted geometry.

HOMO ... -12.85 eV
Total charge ... +1
Kohn-Sham gap ... 0.3379 Eh
Calculated total energy ... -308.909337 a.u.
Energy above the lowest of the compared OMol25 structures with the same formula, charge and spin ... 82.4 kJ/mol

XYZ file:
```
18
Properties=species:S:1:pos:R:3:nbo_charge:R:1
Cs -1.56 -2.69 2.12 0.995
C 1.55 1.37 1.12 -0.618
C 0.42 0.45 0.69 -0.083
C -0.27 0.85 -0.58 -0.101
O -1.57 0.25 -0.73 -0.543
C -1.57 -0.92 -1.51 -0.251
N 0.85 -0.95 0.69 -0.859
H 1.16 2.35 1.39 0.231
H 2.31 1.50 0.34 0.213
H 2.10 0.91 1.94 0.230
H -0.34 0.59 1.48 0.174
H 0.32 0.81 -1.50 0.190
H -0.46 1.93 -0.58 0.209
H -1.38 -0.83 -2.58 0.198
H -2.57 -1.37 -1.49 0.194
H -0.88 -1.69 -1.14 0.121
H 1.70 -1.05 0.14 0.377
H 0.17 -1.51 0.21 0.324
```

The following is a DFT calculation (ωB97M-V/def2-TZVPD) of a molecular structure, C4H11CsNO at a distorted geometry.

HOMO ... -11.41 eV
Total charge ... +1
Kohn-Sham gap ... 0.2721 Eh
Calculated total energy ... -308.888897 a.u.
Energy above the lowest of the compared OMol25 structures with the same formula, charge and spin ... 136.1 kJ/mol

XYZ file:
```
18
Properties=species:S:1:pos:R:3:nbo_charge:R:1
Cs 0.84 -5.59 -1.19 0.999
C 1.94 1.33 0.53 -0.610
C 0.93 0.43 -0.30 -0.066
C 0.03 -0.49 0.63 -0.087
O -1.01 -1.30 0.01 -0.578
C -2.27 -0.63 -0.08 -0.246
N 0.11 1.36 -1.08 -0.820
H 1.34 2.07 1.05 0.205
H 2.57 1.87 -0.18 0.231
H 2.55 0.76 1.23 0.208
H 1.63 -0.18 -0.88 0.183
H -0.44 0.05 1.45 0.172
H 0.68 -1.17 1.19 0.174
H -3.14 -1.23 -0.33 0.196
H -2.18 0.11 -0.88 0.160
H -2.46 -0.18 0.90 0.176
H -0.63 0.86 -1.56 0.347
H -0.49 1.93 -0.51 0.354
```